The following is a DFT calculation (ωB97M-V with the def2-TZVPD basis set) of C31H30BrClI2NO3SiZr as an isolated structure.

Positions of all 71 atoms, in Å:
1 Zr -0.725 0.858 -0.153
2 O 2.719 -0.515 -1.509
3 C 2.653 0.888 -1.436
4 C 1.148 1.268 -1.571
5 O 0.632 2.257 -0.922
6 O 0.339 0.453 -2.078
7 C 3.083 1.319 -0.041
8 C 3.125 0.387 0.986
9 C 3.428 0.794 2.282
10 C 3.686 2.126 2.552
11 C 3.644 3.061 1.519
12 C 3.339 2.661 0.233
13 C 3.450 1.549 -2.552
14 C 4.740 1.086 -2.797
15 C 5.507 1.663 -3.797
16 C 4.996 2.714 -4.549
17 C 3.717 3.185 -4.301
18 C 2.944 2.602 -3.305
19 H 2.968 -0.768 -2.405
20 H 2.946 -0.659 0.774
21 H 3.464 0.061 3.078
22 H 3.924 2.442 3.559
23 H 3.849 4.104 1.723
24 H 3.301 3.392 -0.565
25 H 5.151 0.287 -2.192
26 H 6.509 1.300 -3.982
27 H 5.598 3.166 -5.327
28 H 3.316 4.005 -4.882
29 H 1.946 2.987 -3.125
30 C 0.182 0.012 5.823
31 Si -1.403 0.164 4.886
32 C -2.536 -1.257 5.214
33 C -2.234 1.781 5.197
34 C -0.957 0.135 3.078
35 C -0.661 0.193 1.893
36 H -0.004 0.062 6.899
37 H 0.860 0.827 5.559
38 H 0.682 -0.934 5.608
39 H -2.859 -1.233 6.258
40 H -2.048 -2.216 5.033
41 H -3.429 -1.198 4.588
42 H -2.548 1.843 6.242
43 H -3.118 1.897 4.566
44 H -1.562 2.615 4.990
45 Br -0.641 -4.098 -3.666
46 C -0.435 -3.465 -1.914
47 C -0.133 -4.319 -0.868
48 C -0.011 -3.770 0.395
49 C -0.201 -2.411 0.575
50 N -0.487 -1.589 -0.445
51 C -0.585 -2.117 -1.672
52 H 0.005 -5.378 -1.040
53 H 0.226 -4.389 1.248
54 H -0.137 -1.959 1.552
55 H -0.775 -1.442 -2.490
56 I -2.698 1.877 -2.466
57 I -1.948 3.201 0.872
58 Cl -3.220 -0.312 0.074
59 C -4.195 -1.127 -1.167
60 C -5.087 -2.023 -0.602
61 C -5.961 -2.720 -1.418
62 C -5.935 -2.507 -2.786
63 C -5.038 -1.600 -3.323
64 C -4.132 -0.884 -2.537
65 C -3.171 -0.016 -3.298
66 H -5.097 -2.160 0.470
67 H -6.661 -3.418 -0.979
68 H -6.615 -3.039 -3.437
69 H -5.029 -1.432 -4.394
70 H -3.591 0.229 -4.268
71 H -2.211 -0.495 -3.467

Computed properties:
- Energy above the lowest of the compared OMol25 structures with the same formula, charge and spin: 31.2 kcal per mole
- Total charge: +1

Charges per atom according to Mulliken partitioning, unit e: Zr -0.69; O -0.49; C 2.67; C 0.60; O -0.22; O -0.43; C -0.44; C -0.39; C -0.82; C -0.56; C -1.03; C -0.06; C -0.41; C -0.23; C -0.85; C -0.42; C -0.98; C -0.09; H 0.52; H 0.52; H 0.47; H 0.45; H 0.44; H 0.49; H 0.46; H 0.41; H 0.42; H 0.43; H 0.43; C -0.93; Si -0.19; C -0.93; C -0.91; C 1.06; C -0.70; H 0.33; H 0.30; H 0.31; H 0.32; H 0.31; H 0.30; H 0.32; H 0.30; H 0.31; Br -0.14; C -0.65; C -0.09; C -1.08; C -0.28; N 0.73; C -0.30; H 0.50; H 0.50; H 0.39; H 0.61; I 0.24; I -0.25; Cl 0.16; C 1.16; C -0.80; C -0.53; C -0.78; C -0.80; C 0.50; C -1.04; H 0.50; H 0.40; H 0.41; H 0.37; H 0.60; H 0.29

=====

The following is a DFT calculation (ωB97M-V with the def2-TZVPD basis set) of a 11-piece molecular cluster, C22H67NO11 overall.

Positions of all 101 atoms, in Å:
1 O 3.999 -2.117 1.458
2 H 3.864 -1.651 2.283
3 H 4.170 -1.426 0.817
4 C 4.409 2.232 1.131
5 C 4.869 1.559 -0.163
6 O 4.107 0.339 -0.352
7 H 4.878 3.206 1.265
8 H 4.599 1.536 1.948
9 H 3.339 2.439 1.107
10 H 5.908 1.229 -0.139
11 H 4.803 2.202 -1.041
12 H 3.498 0.466 -1.083
13 C 0.839 -0.417 1.229
14 C 0.059 -1.330 0.275
15 O -0.430 -0.484 -0.763
16 H 1.666 0.115 0.758
17 H 1.227 -1.002 2.063
18 H 0.230 0.378 1.658
19 H -0.675 -2.027 0.679
20 H 0.735 -2.010 -0.243
21 H -0.840 -1.106 -1.369
22 C -0.463 -2.645 3.545
23 C -1.339 -3.578 4.424
24 O -1.362 -2.993 5.681
25 H -0.262 -3.036 2.548
26 H 0.525 -2.431 3.955
27 H -0.959 -1.682 3.424
28 H -0.966 -4.592 4.564
29 H -2.372 -3.659 4.084
30 H -2.046 -2.326 5.583
31 C -2.101 1.159 -3.547
32 C -3.599 1.150 -3.908
33 O -3.782 1.307 -5.299
34 H -1.880 0.093 -3.606
35 H -1.986 1.418 -2.494
36 H -1.524 1.793 -4.220
37 H -4.158 1.879 -3.321
38 H -3.964 0.166 -3.612
39 H -3.595 0.494 -5.774
40 C 0.872 3.149 3.419
41 C 1.583 4.461 2.933
42 O 2.990 4.374 3.081
43 H -0.187 3.123 3.162
44 H 0.956 3.110 4.505
45 H 1.403 2.282 3.029
46 H 1.399 5.350 3.536
47 H 1.311 4.666 1.898
48 H 3.393 5.173 2.733
49 C 1.327 -4.048 -2.211
50 C 2.784 -3.486 -2.200
51 O 3.717 -4.484 -2.205
52 H 1.086 -4.394 -1.206
53 H 1.108 -4.773 -2.995
54 H 0.675 -3.177 -2.282
55 H 2.869 -2.865 -1.308
56 H 2.981 -2.658 -2.881
57 H 3.758 -4.687 -1.267
58 C -1.120 -6.321 2.075
59 C -1.449 -5.666 0.790
60 O -2.459 -6.268 0.037
61 H -0.295 -5.851 2.609
62 H -0.992 -7.384 1.868
63 H -1.979 -6.224 2.740
64 H -0.514 -5.595 0.234
65 H -1.756 -4.626 0.906
66 H -2.191 -7.160 -0.197
67 C -3.923 -2.014 -1.711
68 C -2.678 -2.817 -1.416
69 O -1.697 -2.317 -2.295
70 H -4.142 -2.237 -2.755
71 H -3.801 -0.955 -1.482
72 H -4.729 -2.406 -1.090
73 H -2.693 -3.900 -1.543
74 H -2.450 -2.662 -0.361
75 H -1.934 -2.674 -3.154
76 C 2.212 -0.204 -4.590
77 C 1.250 -0.186 -3.390
78 O 1.911 -0.027 -2.160
79 H 2.804 -1.111 -4.465
80 H 2.762 0.734 -4.655
81 H 1.780 -0.262 -5.589
82 H 0.707 -1.126 -3.293
83 H 0.454 0.559 -3.428
84 H 1.218 -0.089 -1.499
85 C -2.312 7.425 1.833
86 C -1.396 6.216 1.592
87 C -2.085 5.059 0.771
88 O -1.061 4.077 0.579
89 C -1.422 2.954 -0.197
90 N -0.219 6.805 0.979
91 H -3.161 7.046 2.402
92 H -2.755 7.944 0.983
93 H -1.872 8.260 2.377
94 H -1.087 5.794 2.548
95 H -2.483 5.364 -0.197
96 H -2.914 4.690 1.375
97 H -2.221 2.348 0.230
98 H -0.554 2.315 -0.355
99 H -1.895 3.204 -1.147
100 H -0.482 7.494 0.289
101 H 0.172 6.027 0.467

Computed properties:
- SMILES: COC[C@H](C)N.CCO.CCO.CCO.CCO.CCO.CCO.CCO.CCO.CCO.O
- Energy above the lowest of the compared OMol25 structures with the same formula, charge and spin: 0.0 kcal per mole

Here are the Mulliken charges for atoms 1 to 99, given in e: O -0.66; H 0.30; H 0.35; C -0.49; C -0.46; O -0.26; H 0.39; H 0.21; H -0.07; H 0.28; H 0.34; H 0.21; C -0.68; C 0.56; O 0.15; H 0.15; H 0.20; H 0.13; H 0.05; H -0.12; H -0.30; C -0.52; C -0.52; O -0.55; H 0.10; H 0.28; H 0.34; H 0.24; H 0.29; H 0.35; C -0.29; C -0.39; O -0.57; H 0.11; H -0.09; H 0.41; H 0.32; H 0.09; H 0.32; C -0.76; C -0.13; O -0.56; H 0.27; H 0.39; H 0.00; H 0.37; H 0.15; H 0.33; C -0.23; C 0.43; O -0.58; H -0.02; H 0.42; H -0.08; H -0.21; H -0.13; H 0.41; C -1.08; C 0.41; O -0.55; H 0.26; H 0.42; H 0.26; H 0.04; H -0.05; H 0.32; C -1.30; C -0.15; O -0.40; H 0.35; H 0.22; H 0.46; H 0.51; H -0.05; H 0.33; C -1.44; C 0.46; O -0.42; H 0.29; H 0.32; H 0.40; H -0.02; H 0.02; H 0.20; C -1.78; C 0.83; C -0.86; O -0.22; C -1.03; N -0.65; H 0.41; H 0.38; H 0.43; H 0.08; H 0.35; H 0.38; H 0.41; H 0.19; H 0.45

=====

The following is a DFT calculation (ωB97M-V with the def2-TZVPD basis set) of C56H50Cl5N4O2Pt as an isolated structure.

Positions of all 118 atoms, in Å:
1 Pt -0.462 -0.461 -0.065
2 O -2.398 -0.248 -0.707
3 C -3.377 -1.120 -0.597
4 C -4.667 -0.625 -0.913
5 C -5.792 -1.415 -0.939
6 C -5.712 -2.776 -0.662
7 C -4.477 -3.290 -0.332
8 C -3.316 -2.511 -0.258
9 C -2.148 -3.216 0.260
10 N -1.113 -2.603 0.659
11 N -0.137 -3.294 1.348
12 C 0.885 -2.502 1.551
13 O 1.152 -1.353 1.035
14 C 1.843 -2.975 2.597
15 C 2.486 -2.040 3.401
16 C 3.326 -2.446 4.427
17 C 3.541 -3.798 4.650
18 C 2.898 -4.738 3.854
19 C 2.048 -4.331 2.838
20 H -4.738 0.422 -1.157
21 H -6.749 -0.969 -1.184
22 H -6.588 -3.410 -0.703
23 H -4.384 -4.343 -0.089
24 H -2.218 -4.301 0.398
25 H 2.307 -0.987 3.215
26 H 3.814 -1.706 5.049
27 H 4.210 -4.121 5.438
28 H 3.058 -5.794 4.030
29 H 1.525 -5.051 2.223
30 C -3.322 3.106 -0.071
31 C -2.380 2.669 1.045
32 C -2.072 3.867 1.946
33 C -2.901 1.532 1.903
34 C -4.229 1.515 2.310
35 C -4.703 0.528 3.156
36 C -3.840 -0.448 3.617
37 C -2.496 -0.476 3.249
38 C -1.624 -1.582 3.819
39 C -2.331 -2.942 3.767
40 C -1.209 -1.338 5.275
41 C -2.050 0.524 2.375
42 N -0.691 0.545 1.873
43 C 0.245 1.073 2.571
44 C 1.685 1.387 2.079
45 N 2.065 1.445 0.864
46 C 3.301 2.113 0.594
47 C 3.358 3.528 0.624
48 C 4.607 4.138 0.637
49 C 5.782 3.409 0.593
50 C 5.693 2.048 0.378
51 C 4.468 1.387 0.307
52 C 4.532 -0.078 -0.083
53 C 4.596 -0.973 1.157
54 C 3.450 -0.504 -1.063
55 C 2.171 4.480 0.550
56 C 1.479 4.792 1.876
57 C 1.168 4.065 -0.522
58 C 2.427 1.818 3.307
59 C 3.739 2.110 3.560
60 C 4.093 2.589 4.847
61 C 3.161 2.811 5.826
62 C 1.794 2.528 5.582
63 C 0.712 2.767 6.464
64 C -0.570 2.484 6.069
65 C -0.866 1.914 4.808
66 C 0.164 1.651 3.943
67 C 1.476 1.994 4.331
68 H -2.812 3.819 -0.721
69 H -4.212 3.604 0.324
70 H -3.618 2.257 -0.670
71 H -1.460 2.329 0.569
72 H -2.989 4.219 2.426
73 H -1.660 4.690 1.361
74 H -1.358 3.620 2.731
75 H -4.899 2.291 1.965
76 H -5.747 0.514 3.444
77 H -4.215 -1.226 4.270
78 H -0.716 -1.640 3.222
79 H -3.020 -3.048 4.608
80 H -1.593 -3.741 3.830
81 H -2.892 -3.074 2.846
82 H -2.093 -1.239 5.911
83 H -0.596 -0.449 5.405
84 H -0.629 -2.193 5.627
85 H 4.647 5.220 0.690
86 H 6.744 3.900 0.648
87 H 6.594 1.463 0.233
88 H 5.482 -0.178 -0.620
89 H 4.615 -2.027 0.874
90 H 3.722 -0.818 1.789
91 H 5.490 -0.759 1.748
92 H 3.581 -1.554 -1.327
93 H 3.510 0.088 -1.981
94 H 2.452 -0.388 -0.657
95 H 2.616 5.426 0.224
96 H 0.852 3.974 2.209
97 H 0.828 5.659 1.754
98 H 2.202 5.014 2.664
99 H 0.641 3.148 -0.259
100 H 1.667 3.887 -1.475
101 H 0.431 4.857 -0.670
102 H 4.510 2.002 2.810
103 H 5.134 2.812 5.044
104 H 3.462 3.208 6.788
105 H 0.900 3.196 7.441
106 H -1.393 2.690 6.742
107 H -1.895 1.684 4.567
108 Cl -0.991 1.734 -2.444
109 C -0.465 0.164 -2.967
110 C -0.058 -0.796 -2.022
111 C 0.417 -1.995 -2.572
112 Cl 1.030 -3.238 -1.536
113 C 0.450 -2.244 -3.945
114 Cl 1.045 -3.747 -4.558
115 C 0.003 -1.279 -4.835
116 Cl 0.015 -1.582 -6.536
117 C -0.441 -0.060 -4.341
118 Cl -0.949 1.166 -5.448

Computed properties:
- Energy above the lowest of the compared OMol25 structures with the same formula, charge and spin: 31.2 kcal per mole
- Total charge: -1

Here are the Mulliken charges for atoms 1 to 99, given in e: Pt 2.74; O -0.11; C 0.31; C -0.65; C -0.62; C -0.82; C -0.76; C 1.75; C -1.88; N 1.19; N -0.89; C -0.77; O 0.88; C 0.04; C 0.59; C -1.05; C -0.54; C -0.75; C -0.40; H 0.21; H 0.42; H 0.37; H 0.33; H 0.08; H -0.14; H 0.48; H 0.39; H 0.39; H 0.43; C -1.86; C 2.35; C -1.35; C 1.31; C -0.51; C -1.51; C -0.24; C 1.62; C 2.32; C -1.89; C -1.59; C -2.07; N 0.16; C 0.95; C -1.56; N 1.13; C -0.27; C 0.53; C -0.63; C -1.63; C -0.48; C -0.01; C 0.52; C -1.38; C -1.90; C 0.30; C -1.22; C -1.29; C 1.39; C -0.15; C -1.45; C -0.97; C 1.24; C -1.37; C -0.98; C 0.00; C 0.73; C -0.68; H 0.39; H 0.41; H 0.19; H -1.37; H 0.39; H 0.42; H 0.11; H 0.31; H 0.37; H 0.33; H -1.74; H 0.58; H 0.36; H 0.37; H 0.34; H 0.24; H 0.47; H 0.46; H 0.36; H 0.45; H 0.75; H 0.53; H -0.03; H 0.39; H 0.47; H 0.44; H -0.18; H 0.79; H -0.07; H 0.59; H 0.29; H -0.20

=====

The following is a DFT calculation (ωB97M-V with the def2-TZVPD basis set) of C21H20BaO3 as an isolated structure.

Positions of all 45 atoms, in Å:
1 C -3.667 0.690 0.222
2 C -4.332 1.368 -1.073
3 C -4.601 2.941 -0.716
4 C -3.467 1.247 -2.424
5 C -2.446 0.022 -2.464
6 C -2.809 -1.350 -2.263
7 C -1.659 -2.483 -2.293
8 O -1.823 -3.627 -2.768
9 C -0.236 -1.996 -1.696
10 C 0.714 -2.931 -0.883
11 C 2.038 -2.292 -0.330
12 C 2.413 -0.788 -0.567
13 C 3.744 -0.098 0.030
14 C 3.623 -0.277 1.639
15 C 4.353 -1.492 2.278
16 C 4.254 -1.758 3.819
17 C 3.447 -0.765 4.700
18 C 2.717 0.446 4.082
19 C 2.812 0.732 2.503
20 C 1.471 0.143 -1.394
21 O 1.749 1.523 -1.661
22 C 0.165 -0.493 -1.933
23 C -0.902 0.397 -2.762
24 O -0.575 1.292 -3.575
25 H -4.111 1.146 1.175
26 H -2.527 0.718 0.252
27 H -3.993 -0.416 0.224
28 H -5.363 0.908 -1.236
29 H -3.954 3.648 -1.356
30 H -5.715 3.196 -0.794
31 H -4.310 3.133 0.380
32 H -2.863 2.220 -2.520
33 H -4.194 1.221 -3.304
34 H -3.900 -1.648 -2.041
35 H 0.446 -4.029 -0.667
36 H 2.793 -2.882 0.306
37 H 3.714 1.041 -0.164
38 H 4.706 -0.570 -0.355
39 H 4.973 -2.258 1.689
40 H 4.767 -2.654 4.306
41 H 3.382 -0.919 5.834
42 H 2.093 1.199 4.711
43 H 2.289 1.659 2.009
44 H 2.636 1.508 -2.107
45 Ba 2.147 3.329 3.188

Computed properties:
- Total energy: -1062.41737 Eh
- Total charge: +2

Charges per atom according to Mulliken partitioning, unit e: C -1.19; C 0.61; C -1.04; C -0.97; C 0.38; C -0.41; C 0.02; O -0.49; C 0.53; C -0.79; C -0.45; C 0.74; C -0.79; C 0.11; C -0.32; C -0.47; C -0.66; C -0.10; C 0.25; C 0.03; O -0.58; C 0.37; C 0.02; O -0.52; H 0.45; H 0.14; H 0.29; H 0.35; H 0.29; H 0.25; H 0.26; H 0.34; H 0.31; H 0.42; H 0.37; H 0.21; H 0.27; H 0.39; H 0.37; H 0.37; H 0.35; H -0.08; H 0.17; H 0.37; Ba 1.84